1.
C30H43N4NiOPSSi | wB97M-V/def2-TZVPD

Summary:
- highest occupied orbital energy (spin up / spin down) (eV) = -6.73 / -6.72
- gap between HOMO and LUMO (spin up / spin down) (eV) = 6.57 / 6.53
- total charge = 0

Geometry (Å):
Ni: -0.2889 1.1607 0.7207
C: 1.9348 3.0629 -0.6240
C: 2.4476 2.4200 0.6246
C: 3.8123 2.5032 0.9521
C: 4.2574 1.9563 2.1214
C: 3.3492 1.2784 2.9629
C: 3.7429 0.6455 4.1545
C: 2.8186 -0.0253 4.9173
C: 1.4862 -0.1001 4.5260
C: 1.0545 0.4946 3.3478
S: -0.5888 0.3441 2.8627
C: 1.9937 1.2064 2.5413
N: 1.5814 1.7937 1.3943
H: 2.0734 4.1408 -0.5760
H: 0.8647 2.8528 -0.7175
H: 2.4634 2.6847 -1.4978
H: 4.4807 3.0030 0.2676
H: 5.2968 2.0272 2.4095
H: 4.7814 0.6875 4.4480
H: 3.1294 -0.5085 5.8312
H: 0.7706 -0.6444 5.1247
O: 0.5950 -0.5933 -0.0561
P: 0.5484 -1.6535 -1.0762
N: 0.1883 -3.2201 -0.6140
C: 0.9083 -3.6258 0.5963
C: -0.1759 -4.1229 1.5457
C: -1.1448 -4.7802 0.5684
C: -1.1627 -3.7762 -0.5840
N: 2.1015 -1.8976 -1.6302
C: 3.0710 -0.8145 -1.7433
C: 3.9207 -1.1982 -2.9517
C: 3.9209 -2.7244 -2.8671
C: 2.4799 -3.0298 -2.4614
N: -0.5671 -1.2321 -2.2421
C: -1.1241 -2.0131 -3.3399
C: -1.6327 -0.9716 -4.3392
C: -1.9733 0.2150 -3.4389
C: -0.8214 0.1922 -2.4481
H: 1.4848 -2.7894 0.9968
H: 1.6012 -4.4423 0.3554
H: -0.6562 -3.2782 2.0418
H: 0.2122 -4.8086 2.2951
H: -2.1389 -4.9492 0.9766
H: -0.7374 -5.7363 0.2293
H: -1.9086 -2.9954 -0.3988
H: -1.3828 -4.2637 -1.5373
H: 3.6872 -0.7706 -0.8359
H: 2.5735 0.1494 -1.8587
H: 4.9205 -0.7714 -2.9150
H: 3.4342 -0.8762 -3.8749
H: 4.6026 -3.0491 -2.0797
H: 4.1987 -3.2137 -3.8003
H: 2.3832 -3.9640 -1.9017
H: 1.8421 -3.0992 -3.3512
H: -1.9647 -2.6164 -2.9775
H: -0.3837 -2.6872 -3.7768
H: -2.4842 -1.3409 -4.9077
H: -0.8415 -0.6943 -5.0369
H: -2.9171 0.0421 -2.9227
H: -2.0309 1.1560 -3.9817
H: -1.0689 0.6819 -1.4924
H: 0.0562 0.6905 -2.8825
C: -1.3703 3.9585 2.2005
Si: -1.8597 2.8022 0.6921
C: -2.1916 4.1474 -0.7029
C: -3.6628 2.2438 1.1618
C: -4.7458 2.4723 0.3204
C: -6.0407 2.2326 0.7445
C: -6.2750 1.7285 2.0120
C: -5.2020 1.4373 2.8369
C: -3.9108 1.6889 2.4125
H: -2.1284 4.7190 2.3617
H: -0.4189 4.4506 2.0223
H: -1.2722 3.3747 3.1098
H: -2.9778 4.8070 -0.3505
H: -2.5122 3.7223 -1.6484
H: -1.3123 4.7530 -0.8932
H: -4.5811 2.8629 -0.6730
H: -6.8711 2.4508 0.0864
H: -7.2860 1.5567 2.3547
H: -5.3759 1.0222 3.8180
H: -3.0806 1.4576 3.0614

Atomic partial charges in e from the Löwdin method, atoms 1 to 5:
1. Ni 0.060
2. C -0.019
3. C -0.313
4. C -0.021
5. C 0.000

2.
C4H6N5O2 | wB97M-V/def2-TZVPD

Summary:
- highest occupied orbital energy (eV) = -13.72
- gap between HOMO and LUMO (eV) = 8.36
- total charge = +1
- ΔE to the lowest compared entry with this formula, charge and spin (eV) = 1.641
- SMILES = [NH2+]=C1N=C[C@@]2(N1)NC(=O)N2O

Geometry (Å):
C: -0.9472 0.1820 -0.5260
C: 1.1760 -0.1276 0.1036
C: -3.0429 0.3630 -0.0801
C: -0.0326 0.0189 -1.6715
N: 1.1829 -0.0622 -1.2845
N: -2.0471 1.1837 -0.5788
N: -2.0823 -0.8180 -0.2839
N: -0.0139 0.1785 0.5614
N: 2.1871 -0.4083 0.8804
O: -3.9969 0.4828 0.6077
O: -1.8326 -1.5460 0.8726
H: -0.2192 -0.1235 -2.7205
H: -2.2021 2.2213 -0.7985
H: -0.4091 0.0007 1.5218
H: 3.0780 -0.3357 0.3617
H: 2.2020 -0.6515 1.8170
H: -2.3778 -2.2779 0.9634

Atomic partial charges in e from the natural (NBO) method, atoms 1 to 5:
1. C 0.308
2. C 0.661
3. C 0.783
4. C 0.200
5. N -0.402

3.
C15H18O | wB97M-V/def2-TZVPD

Summary:
- highest occupied orbital energy (eV) = -8.12
- gap between HOMO and LUMO (eV) = 8.88
- total charge = 0
- ΔE to the lowest compared entry with this formula, charge and spin (eV) = 2.754
- SMILES = Cc1ccc(O)cc1.CCc1ccccc1

Geometry (Å):
C: 1.9542 -0.9649 -1.8778
C: 2.4537 -1.7226 -3.1362
C: 0.6094 -0.2202 -1.9836
C: -0.5940 -0.8884 -1.8505
C: 0.6220 1.1824 -2.3352
C: -1.8536 -0.3590 -1.8916
C: -0.6357 1.7343 -2.3334
C: -1.9532 1.0017 -2.2027
H: 1.8285 -1.5748 -1.0786
H: 2.6284 -0.0844 -1.5326
H: 2.9640 -0.9202 -3.6814
H: -0.5373 -1.9359 -1.6143
H: 1.5939 1.6557 -2.6773
H: -2.7367 -0.9256 -1.6743
H: -0.8579 2.7283 -2.6186
H: -2.9115 1.5468 -2.0883
H: 1.5843 -2.4093 -3.4446
H: 3.3070 -2.4513 -3.0159
C: 0.4430 -1.6708 3.8281
C: -0.2389 -0.4191 1.7311
C: -0.3909 -0.5988 3.1092
C: -0.5359 0.7132 1.0421
C: -0.9872 1.8255 1.6926
C: -0.9206 0.5028 3.8432
C: -1.1434 1.6674 3.1062
O: -1.1972 3.0715 1.0619
H: 0.0728 -1.2299 1.0978
H: -0.6186 0.6751 -0.1312
H: 1.5115 -1.5759 3.6152
H: 0.3043 -2.6517 3.5017
H: -1.1926 0.4549 4.8912
H: -1.2878 2.8517 0.0409
H: -1.4669 2.5494 3.7179
H: 0.1828 -1.5579 4.8888

Atomic partial charges in e from the natural (NBO) method, atoms 1 to 5:
1. C -0.415
2. C -0.633
3. C 0.023
4. C -0.243
5. C -0.223

| no. | DFT total energy (eV) |
| --- | --- |
| 1 | -108863.4096 |
| 2 | -15781.3457 |
| 3 | -17891.9179 |